#a
C4H10NO | ωB97M-V/def2-TZVPD

Each atom is followed by the atoms it is bonded to, with distances in Å.
Element x y z (Å)
1 C 0.7561 0.3550 1.0642  C2 1.533, N6 1.498, H7 1.084, H8 1.083
2 C -0.1789 0.6385 -0.1173  C1 1.533, C3 1.527, H9 1.087, H10 1.091
3 C 0.1581 -0.0686 -1.4286  C2 1.527, C4 1.518, H11 1.095, H12 1.098
4 C -1.0877 -0.1068 -2.2958  C3 1.518, O5 1.203, H13 1.102
5 O -2.2025 0.0557 -1.8734  C4 1.203
6 N 0.2353 -0.6390 2.0570  C1 1.498, H14 1.034, H15 1.126, H16 1.026
7 H 1.7119 -0.0126 0.7090  C1 1.084
8 H 0.9741 1.2559 1.6243  C1 1.083
9 H -1.1775 0.3258 0.1780  C2 1.087
10 H -0.2441 1.7199 -0.2445  C2 1.091
11 H 0.9900 0.4315 -1.9349  C3 1.095
12 H 0.5630 -1.0787 -1.2788  C3 1.098
13 H -0.9498 -0.0958 -3.3890  C4 1.102
14 H 0.2301 -0.2723 3.0243  N6 1.034
15 H 0.9280 -1.5270 2.0731  N6 1.126
16 H -0.7060 -0.9813 1.8323  N6 1.026

## Properties
Spin multiplicity: 2
Gap between HOMO and LUMO (alpha / beta) (eV): 4.8 / 11.0
⟨S²⟩: 0.751
Lowest unoccupied orbital energy (alpha / beta) (eV): 0.9 / 0.7


#b
C4H10NO | ωB97M-V/def2-TZVPD

Each atom is followed by the atoms it is bonded to, with distances in Å.
Element x y z (Å)
1 C 0.1610 -0.5164 1.8780  N2 1.474, H7 1.138, H8 1.072, H9 1.051
2 N -0.1400 -0.6780 0.4437  C1 1.474, C3 1.488, C4 1.531
3 C -1.4919 -0.3287 -0.0704  N2 1.488, H10 1.086, H11 1.222, H12 1.181
4 C 0.7444 0.3267 -0.3002  N2 1.531, C5 1.553, H13 1.147, H14 1.064
5 C 0.8677 0.4862 -1.8400  C4 1.553, O6 1.461, H15 1.110, H16 1.185
6 O -0.4357 0.7620 -2.4386  C5 1.461
7 H -0.6780 -1.0395 2.4406  C1 1.138
8 H 0.9426 -1.2031 2.1354  C1 1.072
9 H 0.4267 0.4028 2.3129  C1 1.051
10 H -1.7081 -0.6065 -1.0981  C3 1.086
11 H -2.2725 -0.8419 0.7166  C3 1.222
12 H -1.5964 0.8367 0.0924  C3 1.181
13 H 1.8120 0.1694 0.0893  C4 1.147
14 H 0.4699 1.3245 -0.0543  C4 1.064
15 H 1.5347 1.3657 -1.9553  C5 1.110
16 H 1.3635 -0.4599 -2.3519  C5 1.185

## Properties
Spin multiplicity: 2
Gap between HOMO and LUMO (alpha / beta) (eV): 10.0 / 7.5
⟨S²⟩: 0.754
Lowest unoccupied orbital energy (alpha / beta) (eV): 1.0 / -1.4


Calculated relative energies: #a 0.0; #b 11.7, given in kcal/mol


#a
C2H13NO4 | ωB97M-V/def2-TZVPD

Each atom is followed by the atoms it is bonded to, with distances in Å.
Element x y z (Å)
1 C 1.0166 1.6817 -2.1571  C2 1.359, H4 1.080, H5 1.060
2 C 2.0990 1.0055 -1.6908  C1 1.359, N3 1.360, H6 1.220
3 N 1.9666 -0.1155 -0.9316  C2 1.360, H7 0.938, H8 1.019
4 H -0.0042 1.3300 -2.1308  C1 1.080
5 H 1.3305 2.5532 -2.6731  C1 1.060
6 H 3.2632 1.2705 -1.9393  C2 1.220
7 H 1.1560 -0.5325 -0.7097  N3 0.938
8 H 2.7207 -0.4006 -0.3087  N3 1.019
9 O -1.8160 -1.2355 0.8760  H10 0.901, H11 1.013
10 H -2.1869 -1.9276 0.4340  O9 0.901
11 H -0.9041 -1.5732 1.1581  O9 1.013
12 O 0.0597 0.7093 1.4909  H13 0.945, H14 0.998
13 H 0.2901 1.2513 0.7513  O12 0.945
14 H -0.9355 0.7815 1.4565  O12 0.998
15 O -2.8247 0.7915 -0.6113  H16 0.936, H17 0.930
16 H -2.6229 -0.0916 -0.3762  O15 0.936
17 H -3.6380 0.9346 -0.1834  O15 0.930
18 O 0.5251 -2.0687 1.9041  H19 0.956, H20 0.957
19 H 0.5412 -2.9428 2.2902  O18 0.956
20 H 0.9777 -1.5405 2.5612  O18 0.957

## Properties
SMILES: C=CN.O.O.O.O
Gap between HOMO and LUMO (eV): 8.1
Lowest unoccupied orbital energy (eV): 0.3


#b
C2H13NO4 | ωB97M-V/def2-TZVPD

Each atom is followed by the atoms it is bonded to, with distances in Å.
Element x y z (Å)
1 C 0.2364 -1.1380 2.1601  C2 1.354, H4 1.084, H5 1.082
2 C 0.7745 0.0108 1.6856  C1 1.354, N3 1.362, H6 1.080
3 N 0.7938 1.1787 2.3856  C2 1.362, H7 1.012, H8 0.997
4 H -0.3628 -1.2672 3.0540  C1 1.084
5 H 0.4705 -2.0647 1.6525  C1 1.082
6 H 1.3925 -0.2380 0.8351  C2 1.080
7 H 0.2343 1.2400 3.2265  N3 1.012
8 H 0.9159 2.0548 1.9261  N3 0.997
9 O -1.2280 1.9824 -1.3598  H10 0.946, H11 0.970
10 H -1.9141 2.3929 -1.8663  O9 0.946
11 H -1.6196 1.2888 -0.8061  O9 0.970
12 O 1.2688 0.6500 -1.6248  H13 0.970, H14 0.975
13 H 1.5853 1.0494 -0.7993  O12 0.970
14 H 0.4047 1.0687 -1.7910  O12 0.975
15 O 0.4234 -2.0698 -1.5821  H16 0.956, H17 0.981
16 H 0.9927 -2.4594 -2.2433  O15 0.956
17 H 0.6999 -1.1447 -1.4108  O15 0.981
18 O -1.8781 -0.7257 -0.4914  H19 0.958, H20 0.972
19 H -1.3804 -1.2158 0.1641  O18 0.958
20 H -1.4704 -1.1538 -1.2630  O18 0.972

## Properties
SMILES: C=CN.O.O.O.O
Gap between HOMO and LUMO (eV): 9.0
Lowest unoccupied orbital energy (eV): 0.7


#c
C2H13NO4 | ωB97M-V/def2-TZVPD

Each atom is followed by the atoms it is bonded to, with distances in Å.
Element x y z (Å)
1 C 1.6869 -1.1604 0.5470  C2 1.367, H4 1.114, H5 1.113
2 C 0.7102 -1.7965 -0.1674  C1 1.367, N3 1.413, H6 1.065
3 N -0.3545 -1.2509 -0.9189  C2 1.413, H7 1.038, H8 1.110
4 H 2.2715 -0.3800 0.0083  C1 1.114
5 H 1.8825 -1.5845 1.5573  C1 1.113
6 H 0.8189 -2.8559 -0.1878  C2 1.065
7 H -0.8630 -0.5721 -0.3207  N3 1.038
8 H -1.1181 -2.0059 -1.1992  N3 1.110
9 O 1.5769 0.9920 -1.6026  H10 0.936, H11 0.930
10 H 1.2037 0.1382 -1.6957  O9 0.936
11 H 2.3730 0.9667 -2.0833  O9 0.930
12 O -2.7070 -0.6076 1.0731  H13 0.996, H14 0.937
13 H -3.5103 -0.0611 0.8533  O12 0.996
14 H -2.2301 -0.0043 1.6089  O12 0.937
15 O -0.3190 0.9878 1.9827  H16 0.943, H17 0.981
16 H -0.4688 1.1968 1.0759  O15 0.943
17 H 0.5266 0.4967 1.9039  O15 0.981
18 O -0.7752 2.2635 -0.6077  H19 0.939, H20 1.016
19 H -0.7905 3.1945 -0.7276  O18 0.939
20 H 0.0865 2.0429 -1.0997  O18 1.016

## Properties
SMILES: C=CN.O.O.O.O
Gap between HOMO and LUMO (eV): 8.6
Lowest unoccupied orbital energy (eV): 0.6


#d
C2H13NO4 | ωB97M-V/def2-TZVPD

Each atom is followed by the atoms it is bonded to, with distances in Å.
Element x y z (Å)
1 C 0.8120 -1.1026 -1.1097  N2 1.481, H5 1.092, H6 1.090, H7 1.088
2 N -0.6441 -0.9368 -1.3206  C1 1.481, C3 1.429, H8 1.019
3 C -1.0099 0.4132 -1.6160  N2 1.429, O4 1.437, H9 1.087, H10 1.093
4 O -0.4997 0.8389 -2.8896  C3 1.437, H11 0.967
5 H 1.1276 -0.5826 -0.2029  C1 1.092
6 H 1.0211 -2.1457 -0.8725  C1 1.090
7 H 1.3490 -0.7439 -1.9859  C1 1.088
8 H -0.8536 -1.5437 -2.1113  N2 1.019
9 H -0.6323 1.0597 -0.8273  C3 1.087
10 H -2.1010 0.4402 -1.6640  C3 1.093
11 H -0.4087 1.8005 -2.8381  O4 0.967
12 O 0.7715 -0.1524 2.9426  H13 0.985, H14 0.971
13 H 1.3482 0.5754 3.2702  O12 0.985
14 H 0.6575 -0.7571 3.6933  O12 0.971
15 O 0.7648 2.2241 0.9484  H16 0.952, H17 0.970
16 H 0.6211 2.7904 1.6997  O15 0.952
17 H 1.0616 1.3872 1.3389  O15 0.970
18 O -1.4519 -1.3614 1.3457  H19 0.960, H20 0.990
19 H -0.7011 -0.9832 1.8082  O18 0.960
20 H -1.2322 -1.2201 0.3909  O18 0.990

## Properties
SMILES: CNCO.O.O.O
Gap between HOMO and LUMO (eV): 9.8
Lowest unoccupied orbital energy (eV): 0.1


Calculated relative energies: #a 23.2; #b 0.0; #c 39.7; #d 3.2, given in kcal/mol


#a
C2H13NO4 | ωB97M-V/def2-TZVPD

Each atom is followed by the atoms it is bonded to, with distances in Å.
Element x y z (Å)
1 C 1.6132 -0.9183 -0.4111  C2 1.331, H5 1.114
2 C 2.0898 -1.1409 0.8115  C1 1.331, N3 1.420, H6 1.126
3 N 1.7841 -0.1854 1.8161  C2 1.420, H7 0.982, H8 0.987
4 H 0.1730 0.2423 0.3145  no bonds
5 H 1.7319 -1.7107 -1.1854  C1 1.114
6 H 2.5283 -2.0598 1.2921  C2 1.126
7 H 1.9646 0.7213 1.4845  N3 0.982
8 H 2.0328 -0.1835 2.7708  N3 0.987
9 H -1.1235 3.0578 -1.0085  O11 1.016
10 H -0.6023 1.5801 -1.3429  O11 1.016
11 O -1.3084 2.0785 -0.8095  H9 1.016, H10 1.016
12 H -2.2872 -0.2464 1.1978  O14 0.992
13 H -3.0065 1.2542 1.1769  O14 1.031
14 O -2.7180 0.4515 1.7563  H12 0.992, H13 1.031
15 H -0.4967 -1.1982 -0.1741  O17 1.011
16 H -1.1209 -2.2120 -1.1373  O17 0.901
17 O -1.3010 -1.7794 -0.3678  H15 1.011, H16 0.901
18 H 1.5429 0.6847 -2.7732  O20 0.958
19 H 0.9407 0.4665 -1.4278  O20 1.063
20 O 0.7045 0.9064 -2.3668  H18 0.958, H19 1.063

## Properties
Gap between HOMO and LUMO (eV): 7.8
Lowest unoccupied orbital energy (eV): -1.7


#b
C2H13NO4 | ωB97M-V/def2-TZVPD

Each atom is followed by the atoms it is bonded to, with distances in Å.
Element x y z (Å)
1 C -2.1714 1.8547 -2.5778  N2 1.465, H5 1.077, H6 1.102, H7 1.086
2 N -1.3761 2.1063 -1.3730  C1 1.465, C3 1.448, H8 1.014
3 C -0.7256 0.9367 -0.8205  N2 1.448, O4 1.428, H9 1.092, H10 1.084
4 O -1.4982 0.2569 0.1691  C3 1.428, H11 0.971
5 H -2.9592 2.5874 -2.6308  C1 1.077
6 H -2.7529 0.9211 -2.5126  C1 1.102
7 H -1.5067 1.8152 -3.4354  C1 1.086
8 H -1.9686 2.5197 -0.6615  N2 1.014
9 H -0.5258 0.2279 -1.6263  C3 1.092
10 H 0.1978 1.2630 -0.3563  C3 1.084
11 H -2.3072 -0.0375 -0.2798  O4 0.971
12 O -1.8453 -1.6740 2.4705  H13 0.966, H14 0.962
13 H -2.0619 -0.7404 2.5884  O12 0.966
14 H -2.6251 -2.1344 2.7955  O12 0.962
15 O 2.8755 -0.1557 0.5575  H16 0.967, H17 0.965
16 H 3.0556 0.2913 1.3961  O15 0.967
17 H 2.0591 -0.6530 0.6893  O15 0.965
18 O 5.7466 -3.1551 2.0192  H19 0.965, H20 0.963
19 H 5.4046 -2.5172 1.3805  O18 0.965
20 H 4.9848 -3.7129 2.2078  O18 0.963

## Properties
SMILES: CNCO.O.O.O
Gap between HOMO and LUMO (eV): 9.7
Lowest unoccupied orbital energy (eV): 0.5


Calculated relative energies: #a 122.5; #b 0.0, given in kcal/mol